Formula: C69H75ClCoN7OP3S
Source: the OMol25 dataset
Level of theory: ωB97M-V with the def2-TZVPD basis set

XYZ file:
```
158
Properties=species:S:1:pos:R:3:forces:R:3:lowdin_spin:R:1
Co 0.35663 0.44112 -0.04186 -0.928 -0.085 2.078 0.990
C -2.00536 0.19099 1.82576 0.000 0.192 0.008 0.000
P -0.17082 -0.02551 2.04826 -0.481 0.082 0.544 -0.019
C -0.22800 -1.62778 2.94062 0.113 -0.007 -0.165 -0.001
C -0.89406 -2.69363 2.34284 0.006 0.059 -0.043 -0.001
C -1.10673 -3.86466 3.04419 -0.091 -0.124 0.009 0.000
C -0.62689 -4.00175 4.33642 -0.013 -0.109 0.006 -0.001
C 0.11308 -2.97802 4.90152 0.038 -0.098 0.133 0.000
C 0.30887 -1.79497 4.21274 0.004 0.062 -0.026 -0.001
C 0.43450 1.05009 3.37494 0.106 0.006 -0.068 -0.004
C -0.38237 1.72024 4.27271 0.002 -0.213 -0.090 -0.001
C 0.18343 2.51426 5.25663 0.044 0.007 0.214 0.000
C 1.55824 2.64918 5.34802 -0.029 0.077 0.109 0.000
C 2.37756 1.97457 4.45550 0.090 0.034 0.023 0.000
C 1.81779 1.17766 3.47776 -0.061 -0.039 -0.065 0.000
C -2.25434 -0.48367 0.50816 0.089 0.095 -0.322 0.004
C -3.25323 -1.26505 -0.03114 -0.264 -0.060 0.085 0.001
C -2.77318 -1.75173 -1.27106 -0.099 -0.067 -0.165 0.007
C -1.50520 -1.23165 -1.44920 -0.184 -0.045 0.222 0.005
C -0.42405 -1.47254 -2.45611 0.349 0.104 0.076 0.032
P 1.18141 -1.55447 -1.44635 -0.469 -0.637 -0.851 0.098
C 1.91419 -3.18170 -1.85385 -0.020 -0.025 0.307 0.014
C 3.23371 -3.42314 -1.45331 -0.048 0.039 0.015 0.006
C 3.80747 -4.66902 -1.60641 0.112 -0.130 -0.022 -0.001
C 3.07518 -5.71415 -2.14909 -0.010 -0.054 -0.018 0.008
C 1.75730 -5.50107 -2.51303 0.025 -0.192 -0.018 -0.001
C 1.17747 -4.25486 -2.35314 -0.046 0.287 -0.005 0.008
C 2.41025 -0.37606 -2.05255 0.292 -0.098 -0.168 0.297
C 3.60242 -0.71238 -2.67132 -0.533 0.025 -0.065 0.004
C 4.81914 -0.05850 -2.59793 0.253 -0.174 -0.015 0.264
C 5.13796 1.13488 -1.89612 0.043 0.358 0.306 0.008
C 4.30956 2.14035 -1.55188 0.208 -0.173 0.026 0.170
C 2.85952 2.19863 -1.85990 -0.404 -0.283 0.654 0.040
N -1.21549 -0.45991 -0.37651 -0.934 -0.342 0.026 0.019
H -2.21688 1.26413 1.78879 0.080 -0.021 0.052 0.000
H -2.57311 -0.25638 2.64523 0.051 -0.004 -0.079 0.000
H -1.25694 -2.59327 1.33008 -0.128 -0.037 -0.110 0.000
H -1.65501 -4.67186 2.58201 -0.077 -0.099 -0.059 0.000
H -0.83470 -4.89829 4.90259 0.054 -0.119 0.013 0.000
H 0.52582 -3.09466 5.89316 0.016 0.010 0.117 0.000
H 0.87346 -0.99846 4.67472 -0.016 0.039 0.041 0.000
H -1.45709 1.64307 4.19659 -0.132 -0.020 0.001 0.000
H -0.45415 3.03790 5.95438 -0.056 0.035 0.021 0.000
H 1.99322 3.28507 6.10747 0.003 0.006 0.060 0.000
H 3.45194 2.07638 4.52526 0.086 0.005 -0.014 0.000
H 2.43799 0.64665 2.76728 0.125 -0.007 -0.007 0.000
H -4.20892 -1.48192 0.40794 -0.163 -0.072 0.132 0.000
H -3.29962 -2.39874 -1.94759 -0.097 -0.151 -0.141 0.001
H -0.31339 -0.64970 -3.16692 -0.037 -0.131 -0.026 0.000
H -0.61266 -2.38375 -3.02390 0.106 0.089 0.010 0.002
H 3.81225 -2.62366 -1.01228 -0.001 -0.039 0.016 0.000
H 4.83272 -4.82876 -1.30123 0.075 0.005 0.025 0.000
H 3.52499 -6.68660 -2.28510 0.047 -0.085 0.007 0.001
H 1.17236 -6.31007 -2.92707 -0.045 -0.061 -0.008 0.000
H 0.13899 -4.13062 -2.62254 -0.037 0.013 -0.012 0.001
H 3.61194 -1.66377 -3.19495 0.023 0.039 0.094 -0.003
H 5.66346 -0.57595 -3.03464 0.053 -0.058 -0.082 0.015
H 6.18752 1.26873 -1.66590 0.053 0.062 0.012 -0.002
H 4.71600 2.99542 -1.03781 0.076 0.111 0.061 0.007
H 2.40272 3.04280 -1.31128 0.134 -0.212 -0.107 0.008
N 0.25683 2.13429 0.94413 -0.040 0.874 -0.711 0.037
P -0.03582 3.63226 0.72058 0.078 -0.629 0.422 0.015
C 1.49172 4.65593 0.79516 -0.344 -0.162 -0.083 0.004
C 1.55204 6.03634 0.65049 0.005 -0.076 -0.062 0.001
C 2.76023 6.69269 0.80989 -0.028 0.252 -0.039 0.001
C 3.90423 5.99045 1.15198 0.066 -0.011 0.020 0.000
C 3.83752 4.62021 1.34299 0.147 0.084 -0.010 0.001
C 2.63749 3.95894 1.16046 -0.051 -0.100 -0.075 0.001
C -1.02047 4.08404 -0.77107 0.306 -0.128 0.332 0.000
C -2.05856 3.19745 -1.05004 -0.015 -0.079 0.038 -0.001
C -2.89514 3.40426 -2.13038 -0.132 -0.032 -0.037 0.000
C -2.69272 4.49480 -2.96111 0.019 0.005 -0.061 0.000
C -1.63942 5.35732 -2.71074 -0.006 0.147 -0.171 0.001
C -0.80313 5.15627 -1.62514 0.023 -0.004 0.101 0.000
C -1.01736 4.32809 2.10781 0.302 -0.049 -0.247 0.001
C -2.39168 4.12978 2.17168 -0.005 0.052 -0.117 0.000
C -3.10921 4.54893 3.27668 -0.179 -0.051 0.025 0.000
C -2.46230 5.16925 4.33301 0.047 0.033 0.049 0.000
C -1.08980 5.34479 4.28451 -0.039 0.136 0.143 0.000
C -0.36729 4.91131 3.18791 -0.034 0.129 -0.172 0.000
H 0.65414 6.59979 0.43804 -0.039 0.081 -0.005 0.000
H 2.80632 7.76389 0.67955 0.010 0.115 0.006 0.000
H 4.83977 6.51446 1.28780 0.059 0.039 0.006 0.000
H 4.71769 4.06999 1.64087 0.105 -0.070 0.022 0.000
H 2.55807 2.89096 1.31845 -0.061 -0.072 -0.008 0.000
H -2.17877 2.31486 -0.43513 -0.018 -0.116 0.051 0.000
H -3.69792 2.70966 -2.33217 -0.053 -0.077 0.007 0.000
H -3.34216 4.66220 -3.80908 -0.030 0.013 -0.041 0.000
H -1.46791 6.19883 -3.36628 0.036 0.068 -0.077 0.000
H 0.02205 5.83203 -1.45938 0.064 0.055 -0.009 0.000
H -2.90378 3.65707 1.34539 -0.087 0.001 -0.032 0.000
H -4.17907 4.40043 3.31160 -0.082 -0.023 -0.006 0.000
H -3.02614 5.51065 5.19018 -0.023 0.020 0.041 0.000
H -0.57877 5.82365 5.10668 0.067 0.016 0.109 0.000
H 0.70737 5.02924 3.16620 0.040 0.033 0.062 0.000
C 2.06911 5.34468 -3.98783 0.089 -0.125 -0.017 0.003
C 2.94275 4.87942 -5.16306 -0.045 0.082 0.068 0.001
C 2.01546 4.27583 -6.22455 0.170 -0.007 0.126 0.000
C 3.61123 6.13120 -5.75954 -0.077 -0.314 0.039 0.000
C 4.03752 3.85408 -4.67479 -0.232 -0.226 -0.622 0.015
O 4.64855 4.31132 -3.48372 0.049 0.122 0.307 0.006
C 5.10651 3.66037 -5.78888 -0.050 -0.209 0.293 0.001
C 6.14963 2.54318 -5.63577 -0.115 0.188 -0.124 0.001
C 7.11033 2.62040 -4.47907 0.097 -0.141 0.022 0.000
C 7.49295 3.81559 -3.88674 0.087 -0.056 -0.009 0.000
C 8.37552 3.83976 -2.82206 0.085 -0.030 0.067 0.000
C 8.91765 2.65295 -2.36137 -0.087 -0.074 -0.125 0.000
Cl 9.99700 2.66952 -1.00633 0.118 0.002 0.115 0.000
C 8.60931 1.45271 -2.97968 0.087 -0.004 0.117 0.001
C 7.70428 1.44599 -4.02452 -0.022 0.186 -0.062 0.000
C 3.47312 2.45017 -4.32571 0.622 0.678 -0.495 0.027
N 2.51683 2.39391 -3.26411 -1.244 -0.270 0.096 0.281
C 2.07498 0.94398 -1.41672 0.900 0.556 0.065 0.080
N 0.67862 1.17212 -1.66857 -0.076 1.150 -1.701 0.247
C 0.36531 1.87027 -2.74554 -0.704 -0.983 1.700 0.013
N 1.22412 2.36269 -3.59851 1.754 0.257 -1.336 0.246
H 1.49124 6.21703 -4.28808 -0.074 0.088 -0.042 0.000
H 2.67518 5.61359 -3.12588 -0.015 0.094 0.128 0.000
H 1.37223 4.56776 -3.69196 -0.064 0.101 0.071 0.003
H 1.34232 5.04825 -6.59238 -0.071 0.081 -0.035 0.000
H 1.41085 3.48083 -5.79803 -0.082 -0.067 -0.015 0.000
H 2.56390 3.88675 -7.07992 0.041 -0.036 -0.129 0.000
H 2.84821 6.87457 -5.98140 -0.048 0.063 0.034 0.000
H 4.12992 5.90751 -6.68770 0.094 0.054 -0.079 0.000
H 4.31511 6.58188 -5.05967 0.130 0.152 0.019 0.000
H 4.86584 5.24606 -3.57710 -0.036 -0.048 -0.012 0.000
H 5.64295 4.59991 -5.92242 -0.104 0.073 -0.054 0.000
H 4.57581 3.44599 -6.71653 0.034 0.165 -0.128 0.000
H 6.75224 2.55860 -6.55354 -0.133 -0.091 0.019 0.000
H 5.65139 1.57315 -5.61010 0.067 -0.079 -0.070 0.001
H 7.10805 4.75265 -4.25324 -0.106 0.090 -0.016 0.000
H 8.64411 4.77156 -2.34800 0.032 0.068 0.026 0.000
H 9.06420 0.53412 -2.64037 0.034 -0.047 0.066 0.000
H 7.45960 0.50790 -4.50342 -0.062 -0.090 -0.029 0.000
H 4.32721 1.85518 -4.00642 -0.170 0.020 -0.184 0.009
H 3.03235 2.00939 -5.22114 0.010 -0.044 0.126 0.002
H 2.08868 0.81203 -0.27140 1.321 0.373 -0.720 0.023
H -0.67423 1.96484 -3.02498 -0.099 0.083 0.137 -0.002
C 4.07244 -5.41988 2.37726 0.233 -0.177 0.144 0.000
N 3.17931 -4.33417 2.06010 0.302 0.227 0.146 0.000
C 1.90571 -4.75271 1.53453 -0.524 -0.040 -0.086 0.000
C 3.53850 -3.03894 2.11094 -0.127 0.000 -0.252 0.001
S 2.61686 -1.83937 1.42626 -0.031 0.236 -0.038 0.002
N 4.75803 -2.74903 2.71599 0.172 -0.094 -0.059 0.000
C 5.35318 -1.49976 2.28402 0.179 0.126 -0.077 0.000
C 4.81738 -2.90574 4.16057 -0.013 -0.111 0.123 0.000
H 3.99001 -6.17562 1.59237 0.014 0.002 0.042 0.000
H 3.80659 -5.88665 3.33123 0.039 -0.032 -0.024 0.000
H 5.09818 -5.06291 2.42144 -0.013 -0.003 0.029 0.000
H 2.04670 -5.34104 0.62382 0.045 -0.008 0.000 0.000
H 1.30200 -3.87952 1.30021 0.023 -0.135 0.057 0.000
H 1.38323 -5.35866 2.27912 0.001 -0.022 -0.018 0.000
H 5.38046 -1.48484 1.19647 0.066 0.131 0.031 0.000
H 6.36883 -1.45036 2.67130 0.098 -0.040 0.053 0.000
H 4.79135 -0.62375 2.62350 0.017 0.003 0.035 0.000
H 4.40162 -3.86232 4.46649 0.005 -0.044 0.020 0.000
H 4.26052 -2.10957 4.67365 -0.001 0.001 -0.052 0.000
H 5.86207 -2.85566 4.47032 -0.052 -0.056 0.063 0.000
```
Forces are in eV/Å.

## Properties
Orbital gap (alpha / beta)   0.253 / 0.200 Eh
Electronic energy   -174095.9537 eV
Multiplicity   4
Largest force on an atom   0.044 hartree/bohr
Highest occupied orbital energy (alpha / beta)   -6.47 / -6.67 eV